(1)
# C4H3Br2N

A single C4H3Br2N molecule in a non-equilibrium geometry (wB97M-V/def2-TZVPD, the Open Molecules 2025 dataset).

Structure (XYZ):
```
10
C4H3Br2N (wB97M-V/def2-TZVPD)
C -0.423 0.439 0.631
C -1.185 -0.703 0.354
C 0.829 0.808 0.175
C -0.998 -1.747 -0.519
N 1.692 0.129 -0.508
Br -1.529 -1.934 -2.219
Br 3.216 0.995 -1.192
H -0.877 1.104 1.489
H -1.892 -0.871 1.116
H 1.167 1.780 0.674
```

ΔE to the lowest compared entry with this formula, charge and spin in eV: 3.132
LUMO energy (alpha / beta) in eV: -1.222 / -1.492
F_max in hartree/bohr: 0.0876
DFT total energy in eV: -145765.7605

---

(2)
# C4H3BrIN

A single C4H3BrIN molecule in a non-equilibrium geometry (wB97M-V/def2-TZVPD, the Open Molecules 2025 dataset).

Structure (XYZ):
```
10
C4H3BrIN (wB97M-V/def2-TZVPD)
C -0.462 -0.575 -0.996
C -1.224 0.274 -0.150
C 0.779 -0.715 -0.429
C 0.793 0.232 0.732
N -0.445 0.732 0.824
Br 2.005 0.527 2.068
I 2.513 -1.594 -1.161
H -0.912 -0.980 -1.818
H -2.222 0.619 -0.448
H -0.826 1.481 1.376
```

Expectation value of S²: 2.0269
Spin multiplicity: 3
LUMO energy (alpha / beta) in eV: 0.537 / -1.711
F_max in hartree/bohr: 0.0944
DFT total energy in eV: -83825.2156

---

(3)
# C4H3BrO2

A single C4H3BrO2 molecule in a non-equilibrium geometry (wB97M-V/def2-TZVPD, the Open Molecules 2025 dataset).

Structure (XYZ):
```
10
C4H3BrO2 (wB97M-V/def2-TZVPD)
C -0.068 0.806 0.705
C 0.010 0.880 -0.717
C -0.042 -0.350 1.466
C -0.007 -0.133 -1.523
O -0.149 -1.565 1.119
O -0.350 -1.830 -0.237
Br 0.492 -1.010 -2.985
H 0.007 1.801 0.996
H 0.069 1.862 -1.336
H 0.039 -0.462 2.513
```

ΔE to the lowest compared entry with this formula, charge and spin in eV: 5.537
LUMO energy in eV: -0.352
F_max in hartree/bohr: 0.0645
DFT total energy in eV: -78326.3597

---

(4)
# C4H3BrOS

A single C4H3BrOS molecule in a non-equilibrium geometry (wB97M-V/def2-TZVPD, the Open Molecules 2025 dataset).

Structure (XYZ):
```
10
C4H3BrOS (wB97M-V/def2-TZVPD)
C -0.011 -0.343 -1.077
C 0.730 0.738 -0.588
C -0.746 -1.061 -0.304
C 0.735 0.881 0.777
O -1.674 -0.536 2.051
S -0.426 -0.860 1.427
Br 1.598 2.149 1.890
H 0.036 -0.399 -2.167
H 1.030 1.389 -1.471
H -1.273 -1.960 -0.538
```

Expectation value of S²: 2.0246
Spin multiplicity: 3
ΔE to the lowest compared entry with this formula, charge and spin in eV: 0.381
LUMO energy (alpha / beta) in eV: 0.119 / -2.862
F_max in hartree/bohr: 0.1578
DFT total energy in eV: -87115.4906

---

(5)
# C4H3CdFO5

A molecular structure, C4H3CdFO5 in a non-equilibrium geometry (wB97M-V/def2-TZVPD, the Open Molecules 2025 dataset).

Structure (XYZ):
```
14
C4H3CdFO5 (wB97M-V/def2-TZVPD)
O 4.142 -0.613 0.216
C 5.274 -0.905 0.246
O 6.396 -1.115 0.287
O 0.451 0.149 -0.224
C -3.253 -0.538 0.392
C -0.691 0.456 0.221
O -4.075 -1.348 0.525
O -3.053 0.480 -0.344
C -1.702 0.840 -0.850
Cd 2.167 -0.384 0.300
F -0.705 1.397 1.192
H -1.695 -0.551 0.804
H -1.556 0.211 -1.738
H -1.700 1.919 -1.028
```

ΔE to the lowest compared entry with this formula, charge and spin in eV: 1.715
LUMO energy in eV: -9.909
Net charge: +2
F_max in hartree/bohr: 0.0676
DFT total energy in eV: -21693.8502

---

(6)
# C4H3Cl2NO4S3

A single C4H3Cl2NO4S3 molecule in a non-equilibrium geometry (wB97M-V/def2-TZVPD, the Open Molecules 2025 dataset).

Structure (XYZ):
```
17
C4H3Cl2NO4S3 (wB97M-V/def2-TZVPD)
C -0.889 -0.198 -0.675
C -0.140 -1.271 -0.233
C 1.085 0.818 0.239
C -0.093 1.021 -0.410
N -1.378 1.359 -3.558
O 0.178 3.587 -0.160
O -1.962 2.843 -1.072
O 0.353 3.336 -3.771
O 1.071 1.159 -2.836
S 1.312 -0.851 0.645
S -0.576 2.628 -0.848
S 0.160 2.228 -2.920
Cl -2.547 2.647 -3.950
Cl -0.978 0.367 -4.788
H -1.767 -0.211 -1.154
H -0.554 -2.268 -0.058
H 1.721 1.392 0.718
```

SMILES: O=S(=O)(c1ccsc1)S(=O)(=O)N(Cl)Cl
ΔE to the lowest compared entry with this formula, charge and spin in eV: 0.694
LUMO energy in eV: -0.694
F_max in hartree/bohr: 0.1209
DFT total energy in eV: -71421.5891

---

(7)
# C4H3ClF2

A single C4H3ClF2 molecule in a non-equilibrium geometry (wB97M-V/def2-TZVPD, the Open Molecules 2025 dataset).

Structure (XYZ):
```
10
C4H3ClF2 (wB97M-V/def2-TZVPD)
C -0.676 2.037 0.567
C -0.270 0.906 -0.033
C -0.021 -0.373 0.652
C 0.404 -1.534 0.140
H -0.787 2.282 1.629
H -0.009 0.867 -1.084
H 0.402 -2.462 0.757
F -0.941 3.109 -0.194
F -0.411 -0.372 1.950
Cl 0.937 -1.855 -1.475
```

SMILES: F/C=C/C(F)=C\Cl
ΔE to the lowest compared entry with this formula, charge and spin in eV: 0.029
LUMO energy in eV: 0.495
F_max in hartree/bohr: 0.0243
DFT total energy in eV: -22152.5097

---

(8)
# C4H3ClN2S

A single C4H3ClN2S molecule in a non-equilibrium geometry (wB97M-V/def2-TZVPD, the Open Molecules 2025 dataset).

Structure (XYZ):
```
11
C4H3ClN2S (wB97M-V/def2-TZVPD)
C 0.060 0.642 -0.062
C -1.353 1.110 -0.086
C 0.331 -0.663 -0.003
C -0.684 -1.800 0.140
H 2.113 0.929 -0.257
H 0.991 2.503 0.165
H -0.029 -2.786 0.733
N 1.222 1.441 0.201
N -2.428 1.522 -0.398
S -2.240 -1.684 -0.121
Cl 2.016 -1.216 -0.312
```

SMILES: N#C/C(N)=C(/Cl)C=S
ΔE to the lowest compared entry with this formula, charge and spin in eV: 3.049
LUMO energy in eV: -1.052
F_max in hartree/bohr: 0.0921
DFT total energy in eV: -30531.0223